Record 1
{
  "formula": "C4H8N4O2",
  "method": "wB97M-V/def2-TZVPD",
  "de_lowest_kcal_mol": 132.57,
  "lumo_energy_ev": -1.6,
  "e_homo_ha": -0.3312,
  "elements": ["O", "O", "N", "N", "N", "N", "C", "C", "C", "C", "H", "H", "H", "H", "H", "H", "H", "H"],
  "positions_angstrom": [[3.40, -0.51, 0.00], [3.01, 1.61, -0.16], [2.65, 0.46, -0.09], [1.36, 0.23, -0.12], [-0.59, -0.89, 0.42], [1.26, -2.11, -0.13], [-1.36, 0.35, 0.50], [-0.50, 1.53, 0.34], [-2.47, 0.27, -0.55], [0.65, -0.93, 0.09], [0.00, 1.97, 1.19], [-3.16, 1.10, -0.44], [0.75, -2.94, 0.12], [2.27, -2.11, -0.12], [-0.43, 2.04, -0.60], [-2.04, 0.28, -1.55], [-3.01, -0.66, -0.42], [-1.80, 0.34, 1.51]],
  "lowdin_charge": [0.024, 0.052, -0.480, 0.142, 0.099, 0.157, -0.459, 0.257, -0.059, -0.480, 0.093, 0.074, 0.103, 0.079, 0.094, 0.082, 0.078, 0.143]
}

Record 2
{
  "formula": "C29H48BN9RhSSi",
  "method": "wB97M-V/def2-TZVPD",
  "charge": 1,
  "lumo_energy_ev": [-3.6, -4.1],
  "e_homo_ha": [-0.3903, -0.3882],
  "elements": ["Rh", "S", "Si", "N", "N", "N", "N", "N", "N", "N", "N", "N", "C", "C", "C", "C", "C", "C", "C", "C", "C", "C", "C", "C", "C", "C", "C", "C", "C", "C", "C", "C", "C", "C", "C", "C", "C", "C", "C", "C", "C", "B", "H", "H", "H", "H", "H", "H", "H", "H", "H", "H", "H", "H", "H", "H", "H", "H", "H", "H", "H", "H", "H", "H", "H", "H", "H", "H", "H", "H", "H", "H", "H", "H", "H", "H", "H", "H", "H", "H", "H", "H", "H", "H", "H", "H", "H", "H", "H", "H"],
  "positions_angstrom": [[0.28, 0.28, 0.02], [-0.09, -1.56, -1.70], [0.85, -2.50, -4.89], [-0.90, 1.78, 1.33], [-1.33, -1.06, 0.91], [1.95, -0.03, -1.65], [-2.50, 1.06, -1.05], [-1.22, 1.36, -1.32], [1.94, 0.12, 1.65], [-2.23, 1.67, 1.34], [2.96, -0.06, 3.74], [-2.61, -0.71, 0.72], [0.03, -3.06, 1.41], [-2.75, 2.54, 2.21], [0.55, -0.40, 3.52], [4.28, 0.31, 3.25], [-4.87, -1.76, 0.77], [1.77, -1.27, -3.72], [0.86, 3.16, 2.40], [-4.21, 2.67, 2.48], [1.88, -0.08, 2.92], [4.43, 1.80, 2.94], [1.32, -0.91, -2.45], [3.64, 0.19, -3.29], [-0.55, 2.73, 2.19], [-2.57, -2.87, 1.20], [2.96, -0.69, -4.12], [-3.39, -1.79, 0.90], [-1.14, 1.77, -2.58], [-2.41, 1.72, -3.15], [-1.27, -2.36, 1.18], [0.13, 2.25, -3.18], [-3.25, 1.26, -2.15], [3.09, 0.50, -2.06], [2.84, -0.35, 5.16], [-1.70, 3.25, 2.78], [-4.71, 0.99, -2.23], [-0.88, -3.08, -4.36], [2.04, -3.98, -5.04], [2.59, 0.90, 6.01], [0.70, -1.57, -6.54], [-2.99, 0.74, 0.37], [-2.68, 1.99, -4.16], [-4.15, 0.90, 0.46], [0.02, -0.72, -6.48], [4.53, -0.30, 2.37], [1.70, 1.43, 5.68], [0.13, -3.89, 0.72], [-0.21, -0.30, 2.76], [-5.07, 1.22, -3.22], [1.67, -4.68, -5.77], [-1.76, 4.03, 3.50], [3.44, 1.59, 5.94], [0.50, 1.56, -3.94], [3.76, 2.11, 2.14], [1.40, 3.14, 1.46], [-4.91, -0.05, -2.00], [3.37, -0.93, -5.09], [2.46, 0.62, 7.05], [0.32, -2.24, -7.31], [-5.30, -1.00, 1.43], [4.58, 0.63, -3.59], [3.03, -3.67, -5.36], [0.31, 0.28, 4.35], [-5.28, -2.73, 1.03], [0.88, 4.16, 2.81], [-2.87, -3.87, 1.41], [-1.57, -2.26, -4.22], [-4.37, 3.40, 3.27], [2.04, -1.07, 5.33], [-1.28, -3.73, -5.14], [1.66, -1.19, -6.89], [2.87, 0.31, 1.29], [-5.16, -1.52, -0.25], [0.53, -1.42, 3.89], [0.85, -2.36, 1.24], [5.45, 2.01, 2.64], [-5.25, 1.60, -1.51], [0.89, 2.37, -2.40], [-0.02, 3.22, -3.67], [3.77, -0.82, 5.48], [2.15, -4.51, -4.10], [-4.63, 1.72, 2.79], [5.00, 0.04, 4.03], [0.08, -3.45, 2.42], [-4.74, 3.00, 1.59], [3.57, 1.20, -1.39], [1.37, 2.49, 3.10], [4.20, 2.39, 3.82], [-0.86, -3.66, -3.44]],
  "lowdin_charge": [0.981, 0.830, 0.582, 0.013, -0.036, -0.057, 0.032, 0.004, 0.073, 0.031, -0.075, 0.038, -0.049, -0.257, -0.004, -0.191, -0.003, -0.245, -0.026, -0.013, -0.428, -0.062, -0.725, -0.048, -0.329, 0.039, -0.067, -0.250, -0.328, 0.035, -0.373, -0.017, -0.254, -0.143, -0.201, 0.030, -0.004, -0.213, -0.166, -0.056, -0.167, -0.504, 0.116, 0.114, 0.029, 0.123, 0.066, 0.083, 0.044, 0.088, 0.029, 0.112, 0.070, 0.078, 0.052, 0.073, 0.076, 0.110, 0.082, 0.030, 0.085, 0.109, 0.026, 0.090, 0.088, 0.088, 0.116, 0.016, 0.086, 0.110, 0.036, 0.022, 0.048, 0.075, 0.091, 0.046, 0.082, 0.086, 0.064, 0.090, 0.124, 0.031, 0.085, 0.122, 0.082, 0.087, 0.113, 0.051, 0.072, 0.005]
}

Record 3
{
  "formula": "C8H15N4O",
  "method": "wB97M-V/def2-TZVPD",
  "charge": 1,
  "de_lowest_kcal_mol": 63.21,
  "lumo_energy_ev": -5.3,
  "e_homo_ha": -0.3808,
  "elements": ["O", "N", "N", "N", "N", "C", "C", "C", "C", "C", "C", "C", "C", "H", "H", "H", "H", "H", "H", "H", "H", "H", "H", "H", "H", "H", "H", "H"],
  "positions_angstrom": [[-1.03, -0.45, -0.35], [3.55, -0.49, 0.57], [4.33, 1.61, -0.29], [0.44, 1.65, 1.51], [-3.64, 0.03, -1.02], [-1.75, -1.53, -0.92], [2.68, -1.12, 1.45], [3.42, 0.82, 0.30], [-2.90, -0.90, -1.76], [-2.87, 1.06, -0.54], [1.58, -0.56, 1.90], [-1.89, 0.50, 0.35], [1.08, 0.70, 1.65], [-3.44, 1.82, -0.03], [-2.40, 0.08, 1.25], [-4.27, -0.38, -0.36], [2.36, 1.06, -0.01], [-2.26, 1.33, -1.39], [4.50, -0.81, 0.42], [-3.49, -1.72, -2.35], [0.84, -1.01, 2.47], [3.94, 2.44, -0.73], [-2.38, -0.39, -2.61], [5.15, 1.38, -0.70], [-2.05, -2.20, -0.02], [2.92, -2.06, 1.86], [-1.08, -2.11, -1.45], [-1.34, 1.23, 0.80]],
  "lowdin_charge": [-0.161, 0.117, 0.235, 0.230, -0.074, -0.198, -0.055, -0.067, -0.213, -0.246, -0.051, -0.225, -0.229, 0.139, 0.148, 0.125, 0.176, 0.131, 0.179, 0.152, 0.125, 0.145, 0.128, 0.099, 0.147, 0.136, 0.083, 0.024]
}

Record 4
{
  "formula": "C31H36N9NaO5S",
  "method": "wB97M-V/def2-TZVPD",
  "charge": -2,
  "de_lowest_kcal_mol": 10.07,
  "lumo_energy_ev": 3.9,
  "e_homo_ha": -0.0589,
  "elements": ["S", "Na", "O", "O", "O", "O", "O", "N", "N", "N", "N", "N", "N", "N", "N", "N", "C", "C", "C", "C", "C", "C", "C", "C", "C", "C", "C", "C", "C", "C", "C", "C", "C", "C", "C", "C", "C", "C", "C", "C", "C", "C", "C", "C", "C", "C", "C", "H", "H", "H", "H", "H", "H", "H", "H", "H", "H", "H", "H", "H", "H", "H", "H", "H", "H", "H", "H", "H", "H", "H", "H", "H", "H", "H", "H", "H", "H", "H", "H", "H", "H", "H", "H"],
  "positions_angstrom": [[0.16, 3.83, 1.41], [1.42, -0.67, 0.25], [1.00, -1.27, -1.78], [2.24, -1.20, 2.12], [0.86, -1.04, -4.56], [-1.05, 3.44, 2.11], [1.15, 4.59, 2.16], [-1.15, -0.17, 1.44], [-1.76, 7.61, -2.82], [-1.83, -2.98, 0.97], [2.13, 3.72, -0.74], [0.75, 2.51, 0.75], [1.32, -2.97, 0.35], [2.28, 1.35, -0.52], [1.49, -3.38, 1.67], [-2.12, -0.77, -1.28], [-1.29, 6.70, -1.84], [0.20, 6.18, -0.02], [-0.24, 7.06, -0.99], [-2.22, 0.55, -0.68], [0.96, -4.78, -2.78], [-3.14, -1.74, -0.88], [-0.21, -0.17, -4.21], [1.89, -1.68, 4.84], [1.75, -3.24, 6.66], [-1.45, 4.59, -0.70], [3.15, 1.35, -1.52], [1.83, -1.94, 6.20], [0.95, -2.33, -2.49], [0.83, -2.26, -3.92], [-2.26, 0.57, 0.85], [-1.54, -1.02, 2.55], [3.57, 2.49, -2.18], [-0.40, 4.94, 0.13], [1.85, -2.72, 3.92], [3.02, 3.67, -1.71], [1.03, -3.66, -1.95], [1.73, -4.29, 5.75], [1.77, -4.03, 4.38], [0.76, -3.39, -4.71], [-1.89, 5.46, -1.69], [0.82, -4.67, -4.15], [1.25, -3.89, -0.52], [-2.61, -3.03, -0.26], [1.74, 2.55, -0.17], [1.88, -2.37, 2.44], [-2.37, -2.24, 2.10], [-3.39, -1.91, 1.87], [0.08, 0.83, -4.53], [-3.48, -3.68, -0.10], [-3.13, 1.04, -1.06], [-1.91, 3.61, -0.59], [-0.40, -0.17, -3.14], [3.54, 0.37, -1.80], [1.73, -4.83, 3.65], [-2.70, 5.17, -2.35], [1.02, -5.76, -2.32], [1.04, 6.43, 0.63], [1.36, -4.93, -0.19], [1.97, -0.67, 4.45], [-2.46, -2.89, 2.98], [-2.26, 1.60, 1.22], [-3.86, -1.26, -0.21], [-2.21, 7.15, -3.59], [-1.36, 1.14, -1.02], [0.77, -5.55, -4.78], [4.28, 2.46, -2.99], [-3.20, 0.12, 1.18], [1.85, -1.11, 6.91], [0.23, 8.03, -1.11], [-0.87, -2.73, 0.79], [3.29, 4.63, -2.15], [-0.42, 0.48, 1.71], [-1.97, -3.53, -1.00], [-1.12, -0.47, -4.74], [-3.72, -2.06, -1.76], [1.67, -5.31, 6.10], [1.71, -3.45, 7.73], [-0.62, -1.38, 3.03], [-1.05, 8.25, -3.14], [0.67, -3.25, -5.79], [-2.13, -0.49, 3.31], [-1.18, -1.15, -1.15]],
  "lowdin_charge": [0.569, 0.277, -0.111, -0.087, -0.118, -0.351, -0.345, -0.033, 0.065, -0.042, 0.119, -0.080, -0.034, 0.105, 0.046, -0.046, -0.340, -0.071, -0.048, -0.217, -0.104, -0.229, -0.083, -0.036, -0.131, -0.050, -0.132, -0.104, -0.318, -0.235, -0.214, -0.200, -0.085, -0.290, -0.146, -0.164, -0.145, -0.113, -0.045, -0.052, -0.042, -0.148, -0.111, -0.220, -0.434, -0.518, -0.216, 0.093, 0.081, 0.099, 0.105, 0.103, 0.054, 0.114, 0.096, 0.104, 0.091, 0.106, 0.107, 0.113, 0.099, 0.089, 0.090, 0.071, 0.102, 0.071, 0.081, 0.093, 0.090, 0.099, 0.062, 0.096, 0.086, 0.110, 0.083, 0.096, 0.085, 0.082, 0.102, 0.070, 0.100, 0.111, 0.074]
}

Record 5
{
  "formula": "C15H23ClNO6S",
  "method": "wB97M-V/def2-TZVPD",
  "charge": 1,
  "lumo_energy_ev": -5.1,
  "e_homo_ha": -0.4652,
  "elements": ["Cl", "S", "O", "O", "O", "O", "O", "O", "N", "C", "C", "C", "C", "C", "C", "C", "C", "C", "C", "C", "C", "C", "C", "C", "H", "H", "H", "H", "H", "H", "H", "H", "H", "H", "H", "H", "H", "H", "H", "H", "H", "H", "H", "H", "H", "H", "H"],
  "positions_angstrom": [[-3.47, 1.30, -1.43], [-3.03, -3.87, -1.13], [2.02, 0.87, 0.54], [3.43, -1.28, -0.49], [1.78, 2.66, 1.94], [-2.84, -5.28, -0.85], [-2.70, -3.61, -2.74], [-4.44, -3.53, -0.93], [-2.20, 3.67, -1.04], [-2.80, -1.60, 0.49], [0.15, 2.55, 0.24], [3.35, 0.68, 1.09], [-0.93, 1.67, -0.22], [0.00, 4.01, 0.01], [-1.21, 4.54, -0.65], [-0.93, 0.13, -0.06], [1.42, 2.00, 0.99], [-1.91, -0.42, 1.08], [-1.94, -2.81, -0.06], [1.61, -2.87, -0.30], [1.06, 5.08, 0.41], [-2.09, 2.30, -0.87], [3.18, -2.71, -0.42], [3.71, -0.86, 0.84], [-3.44, -1.24, -0.36], [-1.61, -3.49, 0.78], [3.60, -3.24, -1.32], [-3.47, -2.00, 1.30], [0.65, 6.12, 0.33], [3.70, -3.18, 0.47], [1.42, 4.97, 1.47], [-2.62, 0.41, 1.32], [1.20, -2.67, -1.34], [-2.45, -2.68, -2.84], [1.97, 4.98, -0.26], [-1.07, -2.51, -0.70], [-1.32, -0.76, 1.97], [0.09, -0.33, 0.07], [1.32, -3.90, 0.06], [4.78, -1.02, 1.17], [4.13, 1.29, 0.55], [3.42, 0.82, 2.20], [-1.36, 5.64, -0.82], [-3.07, 4.00, -1.48], [1.18, -2.11, 0.42], [3.06, -1.42, 1.58], [-1.33, -0.29, -1.03]],
  "lowdin_charge": [0.779, 0.661, -0.002, -0.159, 0.139, -0.291, -0.163, -0.310, 0.072, -0.225, 0.081, -0.100, -0.085, -0.098, 0.041, -0.155, -0.386, -0.151, -0.207, -0.080, -0.035, -0.475, -0.226, -0.203, 0.074, 0.126, 0.131, 0.130, 0.093, 0.120, 0.093, 0.108, 0.086, 0.079, 0.111, 0.069, 0.123, 0.093, 0.089, 0.144, 0.152, 0.142, 0.158, 0.169, 0.059, 0.129, 0.100]
}

Record 6
{
  "formula": "C26H17N5O3PtS",
  "method": "wB97M-V/def2-TZVPD",
  "charge": -2,
  "de_lowest_kcal_mol": 15.42,
  "lumo_energy_ev": [3.8, 3.8],
  "spin_multiplicity": 3,
  "e_homo_ha": [0.0100, -0.0852],
  "elements": ["Pt", "S", "O", "O", "O", "N", "N", "N", "N", "N", "C", "C", "C", "C", "C", "C", "C", "C", "C", "C", "C", "C", "C", "C", "C", "C", "C", "C", "C", "C", "C", "C", "C", "C", "C", "C", "H", "H", "H", "H", "H", "H", "H", "H", "H", "H", "H", "H", "H", "H", "H", "H", "H"],
  "positions_angstrom": [[-0.78, 0.76, -1.26], [3.27, -5.97, 3.44], [-1.51, 2.33, -2.45], [-1.07, 1.69, 0.56], [5.17, -7.44, 2.46], [0.93, -1.45, -4.55], [-1.69, 3.98, 0.39], [1.63, -3.77, -5.02], [-2.30, 3.67, -0.66], [-0.38, -0.22, -2.92], [1.09, -4.61, 2.45], [2.60, -2.57, 1.35], [-4.53, 3.68, -4.92], [2.47, -4.63, 2.59], [-0.43, 3.18, 2.27], [0.24, 4.68, 4.06], [3.68, -6.74, 0.73], [0.05, -0.64, -0.23], [-2.69, 2.17, -4.50], [1.21, -2.55, 1.17], [0.58, -1.52, 0.42], [-1.07, 2.91, 1.01], [-2.49, 2.69, -3.22], [-3.68, 2.66, -5.34], [-0.34, 4.48, 2.82], [1.28, -2.69, -4.75], [0.70, 2.33, 4.25], [0.76, 3.62, 4.79], [0.13, 2.11, 3.01], [-3.39, 3.73, -2.77], [3.22, -3.59, 2.06], [0.26, -0.86, -3.64], [0.46, -3.59, 1.76], [-4.38, 4.20, -3.64], [4.21, -6.80, 2.14], [-3.20, 4.23, -1.43], [1.21, 3.78, 5.77], [-5.30, 4.06, -5.57], [-0.61, -3.58, 1.64], [2.85, -7.45, 0.66], [-3.79, 2.26, -6.34], [3.30, -5.76, 0.46], [-3.85, 5.02, -1.04], [-5.04, 4.99, -3.29], [-2.02, 1.38, -4.83], [0.09, 1.12, 2.57], [1.12, 1.50, 4.80], [0.29, 5.69, 4.47], [-0.73, 5.31, 2.25], [4.30, -3.58, 2.18], [0.50, -5.42, 2.88], [4.47, -7.04, 0.04], [3.19, -1.77, 0.92]],
  "lowdin_charge": [1.102, 0.982, -0.282, -0.267, -0.012, 0.052, 0.099, 0.032, 0.007, -0.041, -0.115, -0.027, -0.159, -0.591, -0.169, -0.137, -0.047, -0.225, -0.038, -0.253, -0.133, -0.414, -0.373, -0.141, -0.063, -0.454, -0.121, -0.148, -0.035, -0.177, -0.119, -0.319, -0.032, -0.094, -0.749, -0.085, 0.074, 0.073, 0.113, 0.091, 0.080, 0.069, 0.100, 0.090, 0.095, 0.101, 0.088, 0.082, 0.086, 0.106, 0.096, 0.084, 0.115]
}